Density functional theory data (ωB97M-V with the def2-TZVPD basis set) for 2 unconnected molecules or ions with the total composition C2H7OPS at a distorted geometry.

Cartesian coordinates (Å):
1 C 0.219 3.110 -0.804
2 C -0.526 -3.509 0.221
3 O -0.149 2.065 0.096
4 P 0.975 1.326 0.981
5 S 0.773 -2.589 1.034
6 H -0.555 3.224 -1.614
7 H 1.318 2.964 -1.163
8 H 0.168 4.123 -0.256
9 H -0.260 -3.782 -0.744
10 H -1.367 -2.648 0.182
11 H -0.859 -4.395 0.859
12 H 0.263 0.111 1.208

Energy relative to the best compared isomer or geometry (same formula, charge and spin) ... 104.6 kcal/mol
Gap between HOMO and LUMO (spin up / spin down) ... 8.85 / 5.90 eV
E_tot ... -895.0494 Eh

Per-atom natural (NBO) charges, elementary charge units:
1 C -0.2666
2 C -0.7950
3 O -0.8016
4 P 0.5988
5 S 0.0916
6 H 0.2039
7 H 0.1904
8 H 0.1816
9 H 0.2119
10 H 0.2501
11 H 0.2330
12 H -0.0981

---

Density functional theory data (ωB97M-V with the def2-TZVPD basis set) for 3 unconnected molecules or ions with the total composition C39H86N9O5P4 at a distorted geometry.

Cartesian coordinates (Å):
1 C -0.014 0.015 6.429
2 C -1.068 0.391 5.247
3 O -2.362 -0.241 5.402
4 C -2.228 -1.683 5.285
5 C -3.500 -2.389 4.617
6 C -4.032 -1.703 3.266
7 C -2.892 -1.108 2.310
8 C -2.209 -2.328 1.504
9 N -1.150 -1.912 0.548
10 C -0.617 -3.006 -0.259
11 N -1.344 -3.978 -1.045
12 C -2.040 -3.496 -2.248
13 C -2.960 -2.196 -2.132
14 C -4.310 -2.400 -1.263
15 C -4.882 -1.076 -0.636
16 C -6.161 -1.097 0.234
17 C -6.853 -2.473 0.428
18 C -6.324 -3.780 -0.193
19 C -5.038 -3.744 -1.064
20 P -2.090 -5.300 -0.161
21 C -1.818 -6.849 -1.276
22 C -1.607 -8.204 -0.440
23 C -1.211 -5.642 1.506
24 C -2.304 -5.976 2.653
25 N 0.725 -3.155 -0.213
26 C 1.360 -4.279 -0.986
27 C 1.426 -3.874 -2.570
28 C 2.913 -3.446 -3.005
29 C 2.915 -1.869 -3.332
30 O 3.018 -0.970 -2.454
31 O 2.764 -1.399 -4.678
32 P 1.683 -1.966 0.769
33 C 3.531 -2.329 0.654
34 C 1.275 -2.163 2.625
35 C 2.198 -1.069 3.416
36 H 0.240 0.991 6.967
37 H -0.394 -0.801 7.125
38 H 0.947 -0.393 5.937
39 H -1.176 1.532 5.109
40 H -0.605 -0.004 4.278
41 H -2.161 -2.082 6.368
42 H -1.289 -2.003 4.718
43 H -4.363 -2.304 5.382
44 H -3.275 -3.510 4.524
45 H -4.814 -0.921 3.564
46 H -4.610 -2.515 2.688
47 H -3.418 -0.424 1.543
48 H -2.140 -0.440 2.854
49 H -3.045 -2.975 1.075
50 H -1.692 -2.973 2.316
51 H -1.370 -1.066 0.011
52 H -1.275 -3.310 -3.082
53 H -2.718 -4.346 -2.644
54 H -2.399 -1.233 -1.839
55 H -3.348 -1.982 -3.203
56 H -4.357 -0.065 -0.807
57 H -6.516 -0.114 0.674
58 H -7.783 -2.526 1.076
59 H -6.834 -4.781 -0.036
60 H -4.600 -4.695 -1.533
61 H -0.810 -6.636 -1.809
62 H -2.628 -6.913 -2.074
63 H -2.335 -8.222 0.437
64 H -0.527 -8.194 -0.030
65 H -1.671 -9.104 -1.134
66 H -0.498 -6.541 1.460
67 H -0.582 -4.760 1.875
68 H -3.348 -6.019 2.164
69 H -2.051 -6.990 3.141
70 H -2.323 -5.163 3.453
71 H 0.837 -5.288 -0.821
72 H 2.456 -4.460 -0.690
73 H 0.929 -4.643 -3.246
74 H 0.780 -2.917 -2.645
75 H 3.725 -3.682 -2.242
76 H 3.123 -3.977 -4.008
77 H 2.589 -0.424 -4.595
78 H 3.998 -2.138 -0.368
79 H 3.662 -3.465 0.852
80 H 4.178 -1.805 1.429
81 H 0.198 -1.843 2.814
82 H 1.441 -3.231 2.998
83 H 1.513 -0.212 3.776
84 H 2.689 -1.563 4.320
85 H 2.977 -0.578 2.744
86 O 0.977 3.565 6.378
87 P 0.963 5.103 6.439
88 N -0.652 5.211 5.896
89 C -1.142 5.717 4.630
90 C -1.696 4.669 6.751
91 N 2.062 5.294 5.120
92 C 1.840 6.090 3.924
93 C 2.891 4.144 4.759
94 N 1.000 6.872 6.593
95 C 2.243 7.269 7.306
96 C -0.092 7.556 7.301
97 H -0.735 6.704 4.400
98 H -2.227 5.860 4.636
99 H -0.913 5.023 3.812
100 H -1.917 5.359 7.574
101 H -1.401 3.713 7.197
102 H -2.634 4.481 6.220
103 H 1.211 5.571 3.196
104 H 2.792 6.315 3.430
105 H 1.406 7.068 4.138
106 H 2.313 3.400 4.196
107 H 3.307 3.666 5.649
108 H 3.748 4.442 4.148
109 H 2.237 6.894 8.336
110 H 2.357 8.356 7.328
111 H 3.133 6.871 6.815
112 H -0.257 7.138 8.299
113 H -1.031 7.521 6.747
114 H 0.126 8.623 7.407
115 O 1.063 4.219 -7.919
116 P 2.442 3.565 -8.110
117 N 2.233 3.374 -9.792
118 C 2.059 2.147 -10.542
119 C 2.134 4.574 -10.607
120 N 2.012 2.116 -7.270
121 C 2.133 0.759 -7.777
122 C 0.853 2.172 -6.378
123 N 4.071 2.872 -8.262
124 C 4.795 3.053 -6.977
125 C 4.978 3.386 -9.298
126 H 2.828 1.409 -10.301
127 H 2.157 2.306 -11.621
128 H 1.066 1.715 -10.370
129 H 3.128 5.011 -10.771
130 H 1.517 5.341 -10.129
131 H 1.690 4.394 -11.590
132 H 1.311 0.497 -8.448
133 H 2.122 0.038 -6.952
134 H 3.081 0.578 -8.286
135 H -0.085 2.146 -6.945
136 H 0.870 3.078 -5.769
137 H 0.848 1.334 -5.673
138 H 4.957 4.117 -6.769
139 H 5.763 2.547 -6.992
140 H 4.237 2.634 -6.137
141 H 5.082 4.474 -9.246
142 H 4.655 3.113 -10.304
143 H 5.972 2.940 -9.196

Gap between HOMO and LUMO ... 5.63 eV
E_tot ... -3771.2900 Eh
Charge ... +1

These are the Mulliken partial charges, in e, on atoms 1 to 99:
1 C -0.7475
2 C 0.5795
3 O -0.4197
4 C -0.3062
5 C -0.7689
6 C -0.7291
7 C -0.2954
8 C 0.2732
9 N 0.5425
10 C -2.3567
11 N 1.2753
12 C -0.9605
13 C -0.7550
14 C 0.5875
15 C -0.5508
16 C -0.4737
17 C -0.3934
18 C -0.6657
19 C 0.0330
20 P -0.3150
21 C -0.3406
22 C -0.9668
23 C 0.0680
24 C -0.7948
25 N 0.7376
26 C -0.5025
27 C -0.3218
28 C -0.5548
29 C 0.4947
30 O -0.5903
31 O -0.4521
32 P -0.1670
33 C -1.0006
34 C 0.8782
35 C -0.7633
36 H 0.2060
37 H 0.3470
38 H 0.0865
39 H 0.2142
40 H -0.3594
41 H 0.3588
42 H 0.1300
43 H 0.5024
44 H 0.1509
45 H 0.4441
46 H 0.1090
47 H 0.4113
48 H 0.2244
49 H -0.1728
50 H -0.3266
51 H 0.3524
52 H 0.2539
53 H 0.5816
54 H 0.2585
55 H 0.5479
56 H 0.3260
57 H 0.3839
58 H 0.3377
59 H 0.3593
60 H 0.2668
61 H 0.1439
62 H 0.4581
63 H 0.2454
64 H 0.2351
65 H 0.3547
66 H 0.6556
67 H -0.2694
68 H 0.2912
69 H 0.3187
70 H 0.0731
71 H -0.0474
72 H 0.7391
73 H 0.4481
74 H 0.0695
75 H 0.3063
76 H 0.3169
77 H 0.2803
78 H 0.2567
79 H 0.3503
80 H 0.4263
81 H -1.0555
82 H 0.4996
83 H -0.0581
84 H 0.2497
85 H 0.3824
86 O -0.7134
87 P 0.8293
88 N 0.4037
89 C -1.1092
90 C -1.1723
91 N 0.1516
92 C -1.0365
93 C -1.0621
94 N -0.0938
95 C -1.1446
96 C -1.0018
97 H 0.3080
98 H 0.4750
99 H 0.1871

---

Density functional theory data (ωB97M-V with the def2-TZVPD basis set) for a molecular structure, C28H24ClN2O5Pt at a distorted geometry.

Cartesian coordinates (Å):
1 Pt -0.103 -0.024 -0.236
2 O -5.735 -0.781 1.611
3 C -5.530 0.474 1.333
4 O -6.413 1.294 1.294
5 C -4.120 0.911 1.029
6 C -3.735 2.247 0.866
7 Cl -4.714 3.585 1.170
8 N -2.424 2.274 0.497
9 N -1.965 1.011 0.439
10 C -2.951 0.178 0.765
11 C -2.652 -1.302 0.850
12 O -3.529 -2.073 1.220
13 O -1.483 -1.646 0.518
14 C -1.553 3.352 0.201
15 C -0.178 3.115 0.160
16 C 0.702 4.135 -0.153
17 C 0.234 5.422 -0.361
18 C -1.128 5.664 -0.306
19 C -2.024 4.634 -0.066
20 H -4.933 -1.391 1.548
21 H 0.233 2.138 0.428
22 H 1.761 3.932 -0.202
23 H 0.925 6.228 -0.559
24 H -1.505 6.666 -0.442
25 H -3.079 4.837 -0.075
26 C 1.663 -2.797 0.212
27 C 1.965 -1.619 1.148
28 C 3.380 -1.713 1.758
29 O 1.789 -0.416 0.532
30 H 1.751 -3.740 0.740
31 H 2.361 -2.796 -0.622
32 H 0.645 -2.700 -0.167
33 H 1.256 -1.686 2.006
34 H 4.109 -1.821 0.960
35 H 3.451 -2.574 2.415
36 H 3.606 -0.816 2.330
37 C -4.101 -1.037 -5.886
38 C -4.242 -1.987 -4.878
39 C -3.371 -1.994 -3.813
40 C -2.325 -1.051 -3.717
41 C -2.229 -0.066 -4.724
42 C -3.090 -0.082 -5.799
43 C -1.412 -1.186 -2.621
44 C -0.252 -0.504 -2.354
45 C 0.689 0.087 -3.223
46 C 0.867 -0.389 -4.547
47 C 1.815 0.178 -5.365
48 C 2.623 1.213 -4.903
49 C 2.485 1.675 -3.594
50 C 1.555 1.107 -2.760
51 H -4.777 -1.037 -6.727
52 H -5.033 -2.719 -4.928
53 H -3.465 -2.750 -3.050
54 H -1.478 0.705 -4.648
55 H -2.992 0.670 -6.569
56 H -1.712 -1.940 -1.897
57 H 0.259 -1.213 -4.889
58 H 1.942 -0.190 -6.372
59 H 3.369 1.648 -5.550
60 H 3.121 2.470 -3.236
61 H 1.460 1.430 -1.726

Energy relative to the best compared isomer or geometry (same formula, charge and spin) ... 8.5 kcal/mol
Gap between HOMO and LUMO (spin up / spin down) ... 7.05 / 5.41 eV
E_tot ... -2146.1996 Eh
Multiplicity ... 5
Charge ... +1

Per-atom natural (NBO) charges, elementary charge units:
1 Pt 1.2278
2 O -0.6623
3 C 0.7804
4 O -0.5681
5 C -0.2434
6 C 0.1835
7 Cl 0.1651
8 N -0.1835
9 N -0.3558
10 C 0.0805
11 C 0.7732
12 O -0.6226
13 O -0.7185
14 C 0.1882
15 C -0.2420
16 C -0.1858
17 C -0.1947
18 C -0.1766
19 C -0.2371
20 H 0.5167
21 H 0.1854
22 H 0.2232
23 H 0.2312
24 H 0.2333
25 H 0.2427
26 C -0.6282
27 C 0.0430
28 C -0.6192
29 O -0.4685
30 H 0.2351
31 H 0.2154
32 H 0.2207
33 H 0.2346
34 H 0.2169
35 H 0.2300
36 H 0.2261
37 C -0.1045
38 C -0.2033
39 C -0.1482
40 C -0.0229
41 C -0.1558
42 C -0.2215
43 C -0.1411
44 C -0.1452
45 C -0.0767
46 C -0.1581
47 C -0.2210
48 C -0.1260
49 C -0.2020
50 C -0.1640
51 H 0.2356
52 H 0.2391
53 H 0.2306
54 H 0.2257
55 H 0.2353
56 H 0.2455
57 H 0.2241
58 H 0.2356
59 H 0.2337
60 H 0.2324
61 H 0.2060

---

Density functional theory data (ωB97M-V with the def2-TZVPD basis set) for 2 unconnected molecules or ions with the total composition C18H14F3N2O6S2 at a distorted geometry.

Cartesian coordinates (Å):
1 F 1.197 0.431 -1.932
2 C 1.669 0.195 -0.533
3 F 2.890 -0.646 -0.655
4 F 2.332 1.317 -0.190
5 S -0.219 0.007 0.312
6 N 2.345 -0.395 2.880
7 C 2.001 0.598 3.754
8 O 2.776 1.291 4.441
9 C 0.367 0.369 3.663
10 C 0.361 -1.211 3.254
11 C 1.836 -1.436 3.524
12 O 2.458 -2.027 4.361
13 H -0.340 0.473 4.574
14 H -0.105 1.129 3.007
15 H -0.278 -2.049 3.674
16 H 0.161 -1.402 2.170
17 C -3.983 -4.393 3.453
18 C -3.008 -4.388 2.417
19 C -2.904 -3.274 1.552
20 C -3.636 -2.076 1.743
21 S -3.020 -0.837 0.601
22 C -2.057 0.459 1.443
23 C -2.905 1.629 1.868
24 C -2.849 1.863 3.389
25 C -3.060 3.169 3.887
26 C -3.691 4.195 3.071
27 N -4.343 5.272 3.786
28 O -5.123 6.000 3.121
29 O -4.047 5.364 5.015
30 C -4.061 3.873 1.725
31 C -3.836 2.591 1.149
32 O -2.140 -1.695 -0.237
33 O -4.110 -0.014 0.188
34 C -4.780 -2.222 2.589
35 C -4.916 -3.326 3.514
36 H -3.974 -5.252 4.181
37 H -2.255 -5.196 2.273
38 H -2.184 -3.326 0.711
39 H -1.670 -0.100 2.331
40 H -3.049 0.968 4.145
41 H -2.890 3.331 4.964
42 H -4.628 4.627 1.172
43 H -4.679 2.275 0.477
44 H -5.631 -1.529 2.595
45 H -5.712 -3.421 4.317

Gap between HOMO and LUMO ... 3.59 eV
E_tot ... -2350.7485 Eh
Charge ... -1

Per-atom natural (NBO) charges, elementary charge units:
1 F -0.3924
2 C 0.8679
3 F -0.3644
4 F -0.3378
5 S 0.0473
6 N -0.5492
7 C 0.6649
8 O -0.5805
9 C -0.5131
10 C -0.5549
11 C 0.6502
12 O -0.5684
13 H 0.2030
14 H 0.2265
15 H 0.2117
16 H 0.2516
17 C -0.1851
18 C -0.2314
19 C -0.1664
20 C -0.3612
21 S 2.1422
22 C -0.5691
23 C 0.0095
24 C -0.2189
25 C -0.1923
26 C 0.0020
27 N 0.4997
28 O -0.3891
29 O -0.3943
30 C -0.1881
31 C -0.2067
32 O -0.9027
33 O -0.9421
34 C -0.1690
35 C -0.2412
36 H 0.2201
37 H 0.2267
38 H 0.2730
39 H 0.2606
40 H 0.2484
41 H 0.2508
42 H 0.2431
43 H 0.2608
44 H 0.2304
45 H 0.2279

---

Density functional theory data (ωB97M-V with the def2-TZVPD basis set) for 2 unconnected molecules or ions with the total composition C7H10O at a distorted geometry.

Cartesian coordinates (Å):
1 C 0.388 -1.582 -1.870
2 C 0.521 -0.646 -0.812
3 C 0.807 0.739 -0.882
4 C 0.766 1.426 0.291
5 C 0.424 0.889 1.570
6 C 0.082 -0.498 1.544
7 C 0.085 -1.193 0.368
8 H -0.582 -1.779 -2.442
9 H 0.760 -0.984 -2.857
10 H 1.099 -2.426 -1.810
11 H 0.681 1.308 -1.772
12 H 1.023 2.436 0.410
13 H 0.133 1.538 2.410
14 H 0.022 -1.100 2.421
15 H -0.472 -2.206 0.294
16 H -2.316 1.472 1.690
17 H -1.629 0.969 0.443
18 O -1.792 1.638 1.004

Energy relative to the best compared isomer or geometry (same formula, charge and spin) ... 48.9 kcal/mol
Gap between HOMO and LUMO (spin up / spin down) ... 10.10 / 6.63 eV
E_tot ... -347.5599 Eh
Multiplicity ... 2
Charge ... +1

Per-atom natural (NBO) charges, elementary charge units:
1 C -0.7301
2 C 0.1773
3 C -0.2104
4 C -0.1406
5 C 0.0506
6 C -0.1871
7 C -0.1983
8 H 0.3186
9 H 0.2421
10 H 0.2889
11 H 0.2589
12 H 0.2439
13 H 0.2656
14 H 0.2519
15 H 0.2594
16 H 0.4864
17 H 0.4711
18 O -0.8480

---

Density functional theory data (ωB97M-V with the def2-TZVPD basis set) for a single C4H8O2 molecule at a distorted geometry.

Cartesian coordinates (Å):
1 C 0.458 1.604 0.814
2 O -0.243 0.321 1.059
3 C 0.304 -0.728 0.222
4 C -0.572 -1.930 0.355
5 C 0.398 -0.038 -1.169
6 O -0.418 0.750 -1.521
7 H -0.272 2.240 0.443
8 H 1.189 1.382 0.033
9 H 0.694 2.232 1.663
10 H 1.331 -0.933 0.744
11 H -0.304 -2.769 -0.275
12 H -0.617 -2.412 1.401
13 H -1.638 -1.684 0.136
14 H 1.371 -0.071 -1.783

Energy relative to the best compared isomer or geometry (same formula, charge and spin) ... 69.8 kcal/mol
Gap between HOMO and LUMO ... 10.41 eV
SMILES string ... CO[C@@H](C)C=O
E_tot ... -307.6012 Eh

Per-atom natural (NBO) charges, elementary charge units:
1 C -0.2611
2 O -0.5418
3 C -0.0105
4 C -0.6368
5 C 0.3963
6 O -0.4976
7 H 0.1933
8 H 0.1711
9 H 0.1956
10 H 0.1889
11 H 0.2213
12 H 0.2319
13 H 0.2319
14 H 0.1171